(1)
{"formula": "C29H45IrN4O5S2", "method": "ωB97M-V/def2-TZVPD", "orbital_gap_ev": [7.9, 6.8], "spin_multiplicity": 6, "lumo_ev": [-1.8, -3.8], "e_homo_ev": [-9.74, -10.62], "e_above_lowest_kcal_mol": 14.0, "total_charge": 1, "symbols": ["Ir", "N", "C", "C", "O", "O", "H", "H", "H", "H", "C", "S", "C", "O", "H", "H", "H", "H", "H", "H", "C", "N", "N", "C", "O", "C", "C", "C", "C", "C", "C", "C", "C", "C", "H", "H", "H", "H", "H", "H", "H", "H", "H", "H", "H", "H", "C", "C", "C", "S", "O", "C", "C", "C", "H", "H", "H", "H", "H", "H", "H", "H", "H", "H", "H", "H", "H", "H", "C", "C", "C", "C", "C", "C", "C", "C", "N", "H", "H", "H", "H", "H", "H", "H", "H", "H"], "coordinates": [[-0.5208, -0.2355, -0.9584], [-2.6933, -1.1697, -0.1864], [-3.3504, -1.9589, -1.2261], [-2.4291, -2.2339, -2.4638], [-2.9107, -2.9461, -3.3261], [-1.2739, -1.6913, -2.4349], [-2.2332, -1.7604, 0.4950], [-3.3388, -0.5543, 0.2904], [-4.2178, -1.4343, -1.6211], [-3.6744, -2.9388, -0.8744], [3.6427, -0.9552, -3.3980], [2.4831, 0.2889, -2.7852], [3.5621, 1.0772, -1.5513], [1.5042, -0.5219, -1.9841], [3.9902, -1.5436, -2.5514], [4.4670, -0.4613, -3.9113], [3.0881, -1.5840, -4.0913], [4.0308, 1.9561, -1.9932], [4.3151, 0.3775, -1.1956], [2.8991, 1.3665, -0.7362], [1.4249, -5.2250, 3.5166], [1.4403, -3.9257, 2.8661], [0.7411, -3.6910, 1.6978], [0.4792, -2.3352, 1.6035], [-0.1552, -1.8590, 0.6388], [1.0425, -1.7410, 2.7629], [1.5842, -2.7480, 3.5157], [2.2058, -2.6868, 4.8639], [0.7957, -4.5873, 0.5930], [-0.2448, -4.6081, -0.3287], [-0.1668, -5.4474, -1.4287], [0.9287, -6.2789, -1.6038], [1.9682, -6.2494, -0.6859], [1.9137, -5.3965, 0.4042], [1.0400, -5.9721, 2.8314], [0.7889, -5.2079, 4.4034], [2.4337, -5.5098, 3.8128], [1.0656, -0.6840, 2.9619], [2.3730, -1.6493, 5.1402], [3.1582, -3.2169, 4.8835], [1.5549, -3.1422, 5.6131], [-1.0968, -3.9578, -0.2081], [-0.9727, -5.4460, -2.1510], [0.9794, -6.9428, -2.4563], [2.8368, -6.8806, -0.8196], [2.7501, -5.3373, 1.0879], [2.7072, 4.3180, 1.2517], [1.7573, 4.2488, 2.4467], [1.1389, 2.8675, 2.6349], [0.1519, 2.3692, 1.1622], [0.8261, 1.1215, 0.6368], [-1.3399, 1.7892, 2.0438], [-2.2797, 2.9536, 2.3430], [-2.9563, 3.4895, 1.0799], [3.2465, 5.2638, 1.2464], [2.1600, 4.2362, 0.3114], [3.4401, 3.5091, 1.2949], [0.9640, 4.9918, 2.3319], [2.3026, 4.5041, 3.3575], [0.4900, 2.8457, 3.5100], [1.9045, 2.0956, 2.7260], [-1.0079, 1.2636, 2.9389], [-1.7903, 1.0707, 1.3551], [-1.7236, 3.7564, 2.8380], [-3.0393, 2.6185, 3.0508], [-2.2200, 3.7872, 0.3322], [-3.5805, 4.3509, 1.3129], [-3.5929, 2.7217, 0.6355], [0.6648, 3.4575, -2.4797], [-0.8130, 3.6123, -2.6631], [-1.3572, 4.7170, -3.2698], [-2.7295, 4.8209, -3.5003], [-3.5812, 3.7841, -3.1214], [-3.1015, 2.6541, -2.5055], [-3.9869, 1.5027, -2.1399], [-1.6855, 2.5406, -2.2322], [-1.2289, 1.5039, -1.5942], [1.1905, 4.3734, -2.7435], [1.0249, 2.6500, -3.1204], [0.9020, 3.1796, -1.4530], [-0.6995, 5.5206, -3.5787], [-3.1297, 5.6976, -3.9908], [-4.6441, 3.8640, -3.3128], [-5.0350, 1.7471, -2.2963], [-3.8276, 1.2171, -1.0980], [-3.7299, 0.6340, -2.7523]], "forces_ev_per_angstrom": [[-0.6, -0.2, -0.4], [0.3, 0.3, 0.1], [0.5, -0.2, -0.7], [-1.1, -0.1, 0.7], [0.4, 0.1, 0.0], [0.9, 0.4, 0.1], [-0.1, 0.0, 0.1], [0.0, 0.0, 0.0], [-0.1, 0.0, 0.1], [-0.1, 0.1, 0.1], [-0.3, 0.2, 0.0], [0.7, 0.1, 0.0], [-0.2, -0.1, -0.3], [-0.3, -0.4, 0.3], [0.0, 0.0, 0.0], [0.0, 0.0, 0.0], [0.0, 0.0, 0.0], [0.0, 0.0, 0.0], [0.0, 0.0, 0.0], [0.0, 0.0, 0.0], [-0.1, -0.1, 0.2], [0.3, 0.1, -0.1], [-0.3, 0.2, 0.1], [0.2, -0.2, 0.2], [-0.1, 0.2, -0.3], [0.0, 0.1, -0.1], [0.0, 0.0, -0.2], [0.0, -0.1, 0.0], [0.1, -0.2, -0.2], [0.0, 0.0, 0.1], [0.0, 0.0, 0.0], [0.0, 0.0, 0.0], [0.0, 0.0, 0.0], [0.0, 0.2, 0.1], [0.0, 0.0, -0.1], [0.0, 0.0, 0.0], [0.0, 0.0, -0.1], [0.0, 0.0, 0.0], [0.0, 0.0, 0.0], [0.0, 0.0, 0.0], [0.0, 0.0, 0.0], [0.0, 0.0, 0.1], [0.0, 0.0, 0.0], [0.0, 0.0, 0.0], [0.0, 0.0, 0.0], [0.0, 0.0, 0.0], [-0.1, 0.0, 0.2], [0.1, 0.0, -0.2], [-0.2, 0.2, -0.3], [-0.3, 0.2, 0.6], [0.2, -0.4, -0.1], [0.2, 0.2, -0.1], [0.0, 0.0, -0.2], [0.1, -0.1, 0.2], [0.0, 0.0, -0.1], [0.0, 0.0, -0.1], [0.0, 0.0, 0.0], [0.0, 0.0, 0.1], [-0.1, 0.0, 0.0], [0.0, -0.1, 0.0], [-0.1, -0.1, 0.0], [0.0, -0.1, 0.0], [0.0, 0.0, 0.0], [0.0, 0.0, 0.1], [0.1, 0.0, 0.1], [0.0, 0.0, 0.0], [0.0, 0.0, 0.0], [0.0, 0.0, 0.0], [-0.1, 0.0, 0.0], [0.0, -0.4, 0.2], [-0.1, 0.1, 0.0], [0.0, -0.1, 0.0], [0.0, 0.1, 0.0], [0.2, -0.3, 0.2], [0.1, 0.1, -0.1], [-0.4, 0.8, -0.3], [0.4, -0.8, 0.0], [0.0, 0.0, 0.0], [0.1, 0.0, 0.0], [0.1, 0.0, 0.1], [0.0, 0.0, 0.0], [0.0, 0.0, 0.0], [0.0, 0.0, 0.0], [0.0, 0.0, 0.0], [-0.1, 0.0, 0.0], [0.0, 0.0, 0.0]], "lowdin_charge": [1.43, -0.04, -0.16, -0.68, 0.04, -0.17, 0.06, 0.07, 0.11, 0.12, -0.23, 0.89, -0.22, -0.65, 0.06, 0.06, 0.06, 0.06, 0.06, 0.02, 0.01, -0.07, 0.07, -0.38, -0.14, 0.07, -0.25, 0.00, -0.18, 0.00, -0.05, -0.07, -0.07, -0.03, 0.09, 0.10, 0.10, 0.10, 0.09, 0.09, 0.09, 0.10, 0.12, 0.11, 0.11, 0.11, -0.10, -0.29, -0.31, 0.93, -0.63, -0.34, -0.28, -0.09, 0.08, 0.05, 0.08, 0.11, 0.11, 0.09, 0.10, 0.09, 0.05, 0.10, 0.12, 0.06, 0.08, 0.07, -0.04, -0.20, -0.04, -0.04, -0.04, -0.20, -0.04, -0.31, 0.01, 0.09, 0.06, 0.03, 0.12, 0.11, 0.12, 0.09, 0.05, 0.09]}

=====

(2)
{"formula": "C2H3F2O4S", "method": "ωB97M-V/def2-TZVPD", "orbital_gap_ev": [6.4, 7.5], "spin_multiplicity": 3, "lumo_ev": [3.8, 0.7], "e_homo_ev": [-2.58, -6.77], "total_charge": -1, "symbols": ["C", "C", "O", "O", "O", "O", "F", "F", "S", "H", "H", "H"], "coordinates": [[0.3379, -0.9231, 0.9621], [0.1715, -0.7218, -0.5069], [-1.7829, 0.7115, -1.7634], [-1.9023, 0.5111, 0.5244], [-0.1408, 1.9628, -0.4572], [0.4341, -1.4298, -1.4272], [0.2935, -2.2748, 1.3950], [2.0456, 0.9212, -0.4020], [-1.0350, 0.7343, -0.6350], [1.2810, -0.4165, 1.3523], [-0.6500, -0.5252, 1.3136], [0.9473, 1.4503, -0.3557]], "forces_ev_per_angstrom": [[-0.5, 0.2, 1.4], [-1.9, 2.8, 3.6], [-2.6, 0.1, -7.0], [0.6, 0.8, 0.3], [-0.4, -1.5, -0.2], [1.3, -2.5, -3.9], [0.5, 0.1, -0.4], [-1.3, 1.2, 0.2], [1.4, -0.2, 6.4], [-1.0, -0.9, -0.4], [1.6, 0.0, 0.4], [2.2, -0.2, -0.3]], "lowdin_charge": [-0.17, -0.49, -0.25, -0.34, -0.25, 0.16, -0.08, -0.38, 0.55, 0.13, 0.09, 0.03]}

=====

(3)
{"formula": "C11H14O", "method": "ωB97M-V/def2-TZVPD", "orbital_gap_ev": [7.4, 6.3], "lumo_ev": [0.7, 0.0], "e_homo_ev": [-6.71, -6.29], "e_above_lowest_kcal_mol": 72.8, "symbols": ["C", "C", "C", "C", "C", "C", "C", "C", "C", "C", "C", "O", "H", "H", "H", "H", "H", "H", "H", "H", "H", "H", "H", "H", "H", "H"], "coordinates": [[0.0298, 1.1370, 3.5051], [1.1459, 0.3610, 3.2714], [-0.7381, 1.5884, 2.4057], [1.5360, -0.0922, 1.9502], [-0.4452, 1.2348, 1.1100], [0.6684, 0.3254, 0.9330], [0.9293, -0.1900, -0.3440], [0.2820, 0.1726, -1.6579], [-0.8540, -0.8864, -1.8358], [1.2389, 0.1167, -2.8834], [-2.1423, -0.9883, -1.1170], [-0.6603, -1.9932, -2.5202], [-0.2860, 1.4301, 4.4743], [1.6739, -0.0592, 4.0601], [-1.4981, 2.3077, 2.6894], [2.3688, -0.8101, 1.9172], [-0.6219, 1.7375, 0.1594], [1.7918, -0.8010, -0.4016], [-0.0496, 1.2054, -1.6015], [0.7191, 0.1562, -3.7677], [1.7137, -0.8143, -2.7311], [2.0033, 0.8838, -2.7768], [-3.0509, -0.8273, -1.6521], [-2.1413, -0.4910, -0.1168], [-2.2542, -2.0776, -0.8194], [-1.3589, -2.6261, -2.2506]], "forces_ev_per_angstrom": [[-0.1, -0.3, -1.7], [0.0, -0.8, -2.6], [0.0, 0.8, 0.4], [-1.8, 1.1, 3.4], [2.3, -0.4, 0.6], [-0.1, -0.4, -1.1], [-0.4, 0.4, -1.7], [-0.2, -0.6, -0.4], [-0.3, 2.3, 1.4], [0.5, 0.2, 3.6], [0.5, -0.9, 2.8], [0.9, -1.7, -1.4], [0.0, 0.1, 0.8], [1.0, -0.3, 1.6], [-0.2, 0.0, -0.5], [-0.5, 0.5, -0.6], [-1.3, 0.0, 0.7], [0.6, -0.9, -0.3], [-0.9, -0.1, -0.1], [-1.1, 0.2, -2.1], [0.8, -1.2, -0.6], [-0.1, 0.2, -0.2], [-0.6, 0.8, -0.7], [-0.2, 0.1, -0.9], [0.1, 0.7, -0.1], [0.7, 0.3, -0.3]], "lowdin_charge": [-0.10, -0.08, -0.09, -0.02, -0.04, -0.26, -0.02, -0.31, -0.30, -0.04, -0.04, 0.05, 0.08, 0.07, 0.10, 0.11, 0.10, 0.10, 0.12, 0.05, 0.06, 0.09, 0.07, 0.09, 0.09, 0.11]}

=====

(4)
{"formula": "C2H8NO2", "method": "ωB97M-V/def2-TZVPD", "orbital_gap_ev": 7.4, "lumo_ev": 4.0, "e_homo_ev": -3.43, "e_above_lowest_kcal_mol": 104.0, "total_charge": -1, "symbols": ["C", "O", "C", "N", "H", "H", "H", "H", "H", "H", "H", "H", "O"], "coordinates": [[-0.0552, -0.3714, 0.1110], [0.8738, 0.1160, 1.0779], [-1.4530, 0.1831, 0.3824], [-2.4033, -0.4519, -0.9691], [0.1893, 0.0724, -0.8869], [-0.0451, -1.4424, 0.0368], [-1.5464, 0.3503, 1.4603], [-1.3000, 1.1800, -0.0371], [-3.2770, 0.0603, -0.9735], [-2.2443, -0.7646, 0.2336], [3.5617, 0.0877, -0.6977], [1.7898, 0.1127, 0.5475], [2.7193, 0.4636, -0.5604]], "forces_ev_per_angstrom": [[1.0, 1.5, -0.4], [-0.8, -0.8, -0.5], [3.0, 3.0, -1.7], [1.1, -1.3, 3.3], [0.2, -0.8, 0.6], [-0.1, -0.8, 0.0], [-1.2, -0.7, 0.2], [-0.7, 0.1, 0.6], [-0.3, 0.5, 0.7], [-2.2, -1.1, -2.6], [1.4, -0.7, -0.1], [-0.1, 0.6, -0.4], [-1.4, 0.5, 0.4]], "lowdin_charge": [-0.36, -0.19, -0.25, -0.03, 0.11, 0.09, 0.11, 0.10, -0.04, 0.06, -0.16, 0.00, -0.45]}

=====

(5)
{"formula": "C11H17B2BeN7", "method": "ωB97M-V/def2-TZVPD", "orbital_gap_ev": 2.5, "lumo_ev": -4.2, "e_homo_ev": -6.74, "e_above_lowest_kcal_mol": 127.5, "symbols": ["H", "N", "B", "N", "C", "Be", "H", "C", "H", "C", "H", "C", "H", "H", "H", "N", "N", "N", "N", "C", "C", "H", "H", "C", "C", "C", "C", "H", "H", "H", "H", "H", "B", "C", "N", "H", "H", "H"], "coordinates": [[-2.5501, -1.6339, -1.8512], [-1.3492, 0.1473, -1.5351], [0.7006, 1.8583, -1.8209], [-0.2685, 0.6770, -2.2591], [-0.3104, 0.1320, -3.4966], [-2.1225, 1.1463, -0.5586], [0.2392, 0.5496, -4.3293], [-1.2332, -0.9161, -3.4998], [-1.4717, -1.5518, -4.3305], [-1.8341, -0.9204, -2.2410], [0.8096, 2.5229, -2.8460], [0.4899, -2.5040, 2.4706], [0.0759, -3.4562, 2.8317], [-0.1182, -1.6590, 2.8182], [0.4989, -2.4679, 1.3689], [2.2939, 1.5824, -1.4844], [-0.1391, 2.7543, -0.8413], [2.8742, 0.9508, -0.3614], [-1.1945, 2.3234, -0.0272], [3.3239, 1.9445, -2.3127], [-0.1054, 4.1031, -0.7756], [3.1213, 2.4768, -3.2325], [0.4172, 4.7136, -1.4984], [4.5397, 1.5315, -1.7770], [-0.9178, 4.5197, 0.2760], [4.1918, 0.8805, -0.5562], [-1.5706, 3.3876, 0.7459], [5.5276, 1.6415, -2.1767], [-1.0966, 5.5230, 0.6129], [4.8783, 0.3950, 0.1397], [-2.2549, 3.3102, 1.5847], [1.4752, -2.3282, 2.7879], [-3.2583, -5.1316, 4.9265], [-1.9215, -5.5619, 4.2187], [-0.9294, -5.8806, 3.6873], [-3.5815, -5.9726, 5.7550], [-4.1459, -5.0293, 4.1003], [-3.0838, -4.0577, 5.4871]], "forces_ev_per_angstrom": [[-0.1, 0.4, 0.1], [0.3, -1.1, 0.1], [1.8, 0.5, -1.0], [-1.2, 0.1, -0.8], [-0.3, -0.2, 1.3], [2.6, -0.5, 0.0], [0.4, -0.2, 0.4], [-0.3, 0.1, 0.5], [0.1, -0.2, 0.0], [0.8, 0.9, -1.2], [-0.1, -0.2, 0.4], [-1.5, 0.1, -0.8], [0.2, 0.3, -0.1], [0.0, -0.3, 0.0], [-0.1, -0.2, 0.3], [-0.1, -0.5, 1.2], [-1.4, 0.8, -0.3], [-0.9, -0.3, -0.5], [0.4, 0.5, 1.1], [0.4, -0.1, 0.0], [-0.1, -1.1, 0.7], [0.1, -0.1, 0.1], [0.5, -0.3, 0.3], [-1.3, -0.2, 0.2], [-0.6, -0.2, 0.2], [-1.2, 1.0, -1.0], [0.6, 0.5, -1.0], [0.1, 0.1, -0.2], [0.2, 0.1, 0.0], [-0.6, 0.2, -0.1], [-0.1, -0.2, -0.4], [1.4, 0.0, 0.6], [-0.4, 0.1, 0.4], [1.5, -0.5, -0.8], [-1.2, 0.5, 0.6], [0.1, 0.0, -0.1], [0.0, 0.0, -0.2], [0.0, 0.0, 0.0]], "lowdin_charge": [0.14, -0.04, -0.38, 0.04, -0.01, 0.72, 0.15, -0.01, 0.11, -0.04, 0.11, -0.04, 0.00, 0.01, 0.01, -0.06, 0.04, 0.03, -0.03, -0.14, 0.00, 0.10, 0.15, -0.08, -0.02, -0.16, -0.05, 0.08, 0.11, 0.11, 0.13, -0.01, -0.53, -0.35, 0.01, -0.02, -0.03, -0.03]}

=====

Calculated total energy: -2627.59884 -976.80113 -502.64172 -286.08160 -876.99782 (a.u.)